{
  "formula": "C44H112O37P8",
  "method": "ωB97M-V with the def2-TZVPD basis set",
  "homo_energy_ev": -9.33,
  "total_charge": 0,
  "orbital_gap_ev": 9.73,
  "elements": ["C", "C", "C", "O", "C", "H", "H", "H", "H", "H", "H", "H", "H", "C", "C", "C", "O", "C", "H", "H", "H", "H", "H", "H", "H", "H", "C", "C", "C", "O", "C", "H", "H", "H", "H", "H", "H", "H", "H", "C", "C", "C", "O", "C", "H", "H", "H", "H", "H", "H", "H", "H", "C", "C", "C", "O", "C", "H", "H", "H", "H", "H", "H", "H", "H", "C", "O", "P", "O", "O", "C", "O", "C", "H", "H", "H", "H", "H", "H", "H", "H", "H", "C", "O", "P", "O", "O", "C", "O", "C", "H", "H", "H", "H", "H", "H", "H", "H", "H", "C", "O", "P", "O", "O", "C", "O", "C", "H", "H", "H", "H", "H", "H", "H", "H", "H", "C", "O", "P", "O", "O", "C", "O", "C", "H", "H", "H", "H", "H", "H", "H", "H", "H", "C", "O", "P", "O", "O", "C", "O", "C", "H", "H", "H", "H", "H", "H", "H", "H", "H", "C", "O", "P", "O", "O", "C", "O", "C", "H", "H", "H", "H", "H", "H", "H", "H", "H", "C", "O", "P", "O", "O", "C", "O", "C", "H", "H", "H", "H", "H", "H", "H", "H", "H", "C", "O", "P", "O", "O", "C", "O", "C", "H", "H", "H", "H", "H", "H", "H", "H", "H"],
  "positions_angstrom": [[-0.1757, 4.9305, -2.8825], [-1.3235, 4.5000, -2.0041], [-2.3917, 4.0761, -2.9913], [-1.7075, 3.6656, -4.1202], [-0.5860, 4.5311, -4.2846], [0.6138, 4.2740, -2.5166], [0.0385, 5.9959, -2.7978], [-1.6387, 5.4078, -1.4897], [-1.1676, 3.6850, -1.2973], [-3.0152, 4.9053, -3.3257], [-2.9419, 3.1986, -2.6518], [-0.8571, 5.3400, -4.9631], [0.1843, 3.9190, -4.7537], [-4.4765, 1.9831, 3.4063], [-5.9087, 1.5031, 3.2383], [-5.7839, -0.0152, 3.3748], [-4.5345, -0.2325, 3.9931], [-3.8531, 0.9799, 4.3777], [-4.3107, 2.9710, 3.8361], [-3.8254, 1.9648, 2.5323], [-6.2742, 1.6999, 2.2304], [-6.5698, 2.0069, 3.9434], [-5.7567, -0.3375, 2.3338], [-6.6310, -0.4060, 3.9385], [-2.8049, 0.7380, 4.2018], [-4.0329, 1.1851, 5.4330], [3.5237, 1.3450, -4.2041], [2.8806, 0.1373, -3.6838], [1.3673, 0.3518, -3.7327], [1.2946, 1.7567, -3.5364], [2.4791, 2.4359, -3.8443], [3.6007, 1.2817, -5.2895], [4.4956, 1.4183, -3.7161], [3.1482, -0.1118, -2.6569], [3.2159, -0.7202, -4.2670], [0.8902, -0.1213, -2.8744], [0.9582, 0.0683, -4.7025], [2.7876, 3.0259, -2.9813], [2.2349, 3.0824, -4.6872], [-3.0838, -4.4419, 0.5389], [-4.2679, -3.7374, 1.2124], [-4.7892, -2.7574, 0.2050], [-4.3980, -3.3141, -1.0411], [-3.6427, -4.4651, -0.8989], [-2.9947, -5.4453, 0.9552], [-2.0860, -4.0096, 0.4633], [-4.0536, -3.2827, 2.1796], [-5.0898, -4.4448, 1.3222], [-4.2000, -1.8512, 0.3457], [-5.8659, -2.5892, 0.2294], [-2.8320, -4.4774, -1.6274], [-4.3274, -5.2995, -1.0505], [3.4770, -2.9632, 3.7702], [4.1183, -2.3698, 2.5577], [3.0844, -2.6999, 1.5119], [1.8709, -2.5199, 2.1527], [1.9805, -2.7157, 3.5316], [3.7764, -2.5827, 4.7468], [3.6458, -4.0365, 3.8579], [5.0947, -2.8205, 2.3798], [4.3509, -1.3088, 2.6484], [3.0875, -3.7556, 1.2406], [3.0659, -2.0661, 0.6253], [1.5006, -3.6367, 3.8624], [1.6203, -1.8715, 4.1194], [-6.9205, 3.0807, -4.8800], [-6.1698, 2.7525, -3.7064], [-6.2499, 1.2215, -3.1518], [-7.6753, 0.7807, -2.9028], [-5.2820, 1.2294, -1.8511], [-5.5452, 1.9511, -0.6682], [-5.4499, 0.3518, -4.2277], [-5.0354, -0.9863, -3.8615], [-6.2099, 3.1094, -5.7060], [-7.3862, 4.0661, -4.8658], [-7.6696, 2.3451, -5.1730], [-6.5524, 2.3640, -0.6131], [-4.9240, 2.8451, -0.7221], [-5.1808, 1.3597, 0.1719], [-5.2148, -1.7167, -4.6504], [-5.3667, -1.3161, -2.8768], [-3.9609, -0.9317, -3.6869], [-2.9117, -1.9610, -8.5514], [-2.5400, -2.3277, -7.2761], [-1.8858, -1.1928, -6.2817], [-1.2779, -1.8069, -5.0719], [-3.0211, -0.0396, -6.1058], [-2.7229, 1.1676, -5.5585], [-0.7959, -0.4211, -7.2386], [0.3372, -1.0661, -7.7622], [-2.2896, -2.3434, -9.3607], [-3.2170, -0.9448, -8.8010], [-3.8586, -2.4824, -8.6913], [-2.9613, 2.0475, -6.1560], [-1.6721, 1.3600, -5.3417], [-3.2019, 1.1408, -4.5798], [1.1981, -0.3982, -7.7338], [0.2126, -1.2822, -8.8232], [0.5803, -1.9880, -7.2339], [1.8239, 0.7006, 3.4222], [0.7101, 0.7371, 4.2903], [0.4130, 2.0711, 5.1971], [-0.8170, 1.9795, 5.9593], [1.7567, 2.2469, 6.1109], [1.9490, 1.4068, 7.2480], [0.5767, 3.2985, 4.1744], [-0.4572, 3.4638, 3.1930], [2.0875, 1.6585, 2.9738], [1.6767, -0.0562, 2.6516], [2.6548, 0.2927, 3.9978], [1.0375, 0.8474, 7.4588], [2.1191, 1.9912, 8.1522], [2.7771, 0.7203, 7.0721], [-0.8713, 4.4715, 3.2276], [-1.2764, 2.7747, 3.3981], [-0.1759, 3.1991, 2.1737], [0.8600, -2.6637, -1.2171], [2.0657, -2.5254, -1.9625], [2.8481, -3.9341, -2.3947], [3.0771, -4.8919, -1.2960], [1.9163, -4.5877, -3.5564], [1.2848, -3.7920, -4.5391], [4.1198, -3.3926, -3.1917], [5.1222, -2.6199, -2.5830], [0.9077, -2.1375, -0.2638], [0.5868, -3.6956, -0.9961], [0.0076, -2.1878, -1.7019], [0.2156, -3.7791, -4.3278], [1.3847, -4.2716, -5.5129], [1.6417, -2.7623, -4.5586], [4.9646, -2.4583, -1.5166], [5.1448, -1.6020, -2.9721], [6.0792, -3.1247, -2.7152], [-1.2172, -1.3131, 6.5726], [-0.9768, -2.4059, 5.7481], [-1.2500, -3.9140, 6.3527], [-0.5045, -4.3125, 7.5520], [-2.8888, -3.9720, 6.5013], [-3.6338, -3.5391, 5.3595], [-0.9850, -4.8962, 5.0809], [-1.3626, -6.2442, 5.1578], [-1.5892, -0.5214, 5.9222], [-0.2002, -0.9689, 6.7604], [-1.8200, -1.5049, 7.4602], [-3.9691, -2.5211, 5.5578], [-4.4311, -4.2543, 5.1571], [-3.0038, -3.4930, 4.4712], [-1.9476, -6.3627, 6.0698], [-0.5510, -6.9666, 5.2446], [-1.9878, -6.5753, 4.3285], [1.0459, 1.2772, -0.0582], [0.1673, 0.4116, 0.6560], [-1.4658, 0.6468, 0.6671], [-1.9382, 2.0649, 0.6858], [-2.0111, -0.2362, -0.5846], [-1.8759, 0.3186, -1.8629], [-1.8636, -0.1692, 2.0422], [-1.3393, -1.4499, 2.4126], [1.8788, 1.6018, 0.5654], [0.4960, 2.1096, -0.4973], [1.5763, 0.7657, -0.8615], [-1.1602, 1.1395, -1.9074], [-2.8228, 0.7618, -2.1712], [-1.6177, -0.3855, -2.6539], [-0.9422, -1.5134, 3.4257], [-0.5413, -1.7927, 1.7540], [-2.1045, -2.2251, 2.4544], [7.4407, -3.0127, 0.4801], [6.7609, -1.7511, 0.6184], [7.2627, -0.4599, -0.1666], [7.5596, -0.5506, -1.6361], [6.1523, 0.6753, 0.2744], [4.7525, 0.4875, 0.1271], [8.5604, 0.0593, 0.6867], [8.5525, 0.4226, 2.0744], [7.5952, -3.4079, 1.4842], [8.3688, -2.9711, -0.0900], [6.7905, -3.6958, -0.0664], [4.5809, -0.4572, -0.3887], [4.2464, 1.3985, -0.1923], [4.3184, 0.3344, 1.1152], [9.5435, 0.2272, 2.4843], [7.6833, -0.0082, 2.5714], [8.5350, 1.5122, 2.0977], [3.4109, 4.9324, 4.2956], [3.9410, 5.4454, 3.0574], [3.3982, 4.6923, 1.6769], [3.4618, 3.2076, 1.6638], [1.8746, 5.1809, 1.4695], [1.2514, 5.0653, 0.2046], [4.2547, 5.3553, 0.4518], [5.6382, 5.1215, 0.2484], [4.2609, 4.8776, 4.9758], [3.2168, 3.8618, 4.2293], [2.5328, 5.3889, 4.7523], [1.8174, 4.3744, -0.4201], [1.1110, 5.9909, -0.3537], [0.2812, 4.6307, 0.4451], [6.1356, 4.7150, 1.1290], [6.1571, 6.0575, 0.0416], [5.8101, 4.4371, -0.5824]],
  "mulliken_charge": [0.37, 0.52, -0.08, -0.18, -0.59, -0.45, 0.55, 0.55, -0.63, 0.35, -0.57, 0.31, -0.11, 0.20, -0.95, -0.06, -0.23, 0.64, 0.50, -0.38, 0.25, 0.33, -0.07, 0.39, -0.87, 0.38, -1.03, 1.38, 0.73, 0.19, -0.67, 0.35, 0.37, -0.96, 0.43, -0.87, -0.28, 0.09, 0.40, 0.08, -0.21, 0.35, -0.41, -0.70, 0.45, -0.26, -0.32, 0.52, -0.35, 0.40, 0.27, 0.32, -1.24, 0.41, 0.72, -0.24, 0.85, 0.38, 0.39, -0.03, 0.00, 0.29, -1.09, -0.02, -0.43, -0.84, -0.35, 0.20, -0.76, 0.71, -0.71, 0.00, -0.40, 0.26, 0.27, 0.37, 0.45, 0.28, -0.03, 0.41, 0.38, -0.16, -0.88, -0.41, 0.94, -0.31, -0.40, 0.06, -0.27, -0.83, 0.31, 0.31, 0.32, 0.39, 0.08, -0.20, 0.27, 0.31, 0.29, 0.60, 0.55, 0.58, -0.84, -0.36, -0.70, -0.25, 0.46, -0.14, -1.05, 0.50, 0.21, 0.29, 0.29, 0.54, -0.32, -0.49, -0.80, 0.70, 0.80, -0.75, -0.45, -0.45, -0.51, -0.03, -0.40, 0.71, 0.04, 0.32, 0.44, -0.03, -0.44, 0.18, 0.50, -0.57, 0.39, 0.82, -0.76, -0.47, -0.32, -0.28, -0.85, -0.12, 0.17, 0.54, 0.26, 0.43, -0.10, 0.37, 0.29, 0.23, 2.22, 0.41, 0.37, -1.16, 0.09, 1.40, 0.42, 2.36, -0.94, -0.82, -0.83, -0.47, -0.80, -0.06, -0.67, -0.78, -0.93, -0.98, 0.27, 0.46, -0.76, -0.18, 1.18, -0.38, -0.52, 0.30, 0.45, 0.25, -0.68, 0.21, -0.35, 0.25, 0.23, 0.24, -0.35, -0.41, 0.34, 0.20, -0.38, -0.25, -0.38, -0.75, 0.38, -0.09, 0.26, 0.05, 0.33, 0.14, 0.32, 0.31, 0.26]
}